Entry from the Open Molecules 2025 dataset: a structure of composition C32H25AsN3O5Rb (ωB97M-V with the def2-TZVPD basis set).

Each line ends with the Löwdin charge.
Atoms and positions in Å:
Rb (-0.179560, 0.198014, 0.557099)  0.93
O (-2.296180, 1.024132, 1.880246)  -0.26
C (-3.546067, 1.041469, 2.046787)  -0.44
C (-4.126539, 1.160202, 3.357170)  -0.05
C (-5.482351, 1.219871, 3.573307)  -0.16
C (-6.384091, 1.174341, 2.505108)  -0.17
C (-5.865869, 1.055812, 1.225725)  -0.11
C (-4.498008, 0.971623, 0.954762)  -0.16
C (-4.119757, 0.839462, -0.443746)  -0.15
N (-2.971238, 0.547782, -0.922560)  -0.02
N (-2.955317, 0.469446, -2.304751)  0.01
C (-1.746037, 0.582097, -2.815581)  -0.55
O (-0.647823, 0.788034, -2.236649)  -0.17
C (-1.718685, 0.449643, -4.323480)  -0.14
C (-0.480413, 0.368177, -4.956033)  -0.04
C (-0.388846, 0.253005, -6.335901)  -0.11
C (-1.539797, 0.226839, -7.111053)  -0.14
C (-2.781095, 0.312310, -6.489175)  -0.12
C (-2.870138, 0.420228, -5.109753)  -0.05
H (-3.431954, 1.205218, 4.188930)  0.09
H (-5.853225, 1.308736, 4.591888)  0.08
H (-7.454209, 1.228098, 2.670465)  0.06
H (-6.547447, 1.017607, 0.378659)  0.09
H (-4.943759, 0.988400, -1.157780)  0.10
H (0.398209, 0.401087, -4.324447)  0.10
H (0.584703, 0.184185, -6.809825)  0.09
H (-1.472006, 0.141556, -8.190356)  0.08
H (-3.685203, 0.295350, -7.088694)  0.08
H (-3.823995, 0.482251, -4.603770)  0.09
O (2.101403, -1.107798, -0.494760)  -0.57
As (3.539003, -0.591578, 0.073212)  1.16
C (4.838704, -2.025897, 0.168629)  -0.28
C (4.701417, -3.111167, -0.686290)  -0.08
C (5.641686, -4.130343, -0.666510)  -0.09
C (6.718494, -4.066580, 0.209022)  -0.10
C (6.852404, -2.985585, 1.070810)  -0.10
C (5.912134, -1.966128, 1.052539)  -0.10
C (3.634998, 0.291250, 1.764584)  -0.26
C (3.859400, 1.606378, 1.828856)  -0.10
C (3.997087, 2.256659, 3.129740)  -0.08
C (4.037576, 1.559713, 4.264469)  -0.07
C (3.739542, 0.099610, 4.322586)  -0.24
C (3.244643, -0.530866, 2.985100)  -0.53
C (4.229090, 0.629232, -1.267452)  -0.28
C (5.583039, 0.803347, -1.533718)  -0.10
C (5.985497, 1.684527, -2.525667)  -0.10
C (5.032961, 2.391366, -3.250989)  -0.10
C (3.681458, 2.208419, -2.993019)  -0.07
C (3.273686, 1.322549, -2.004246)  -0.07
H (3.841189, -3.149761, -1.345645)  0.11
H (5.533014, -4.979866, -1.329474)  0.10
H (7.449160, -4.866183, 0.225829)  0.09
H (7.684538, -2.942764, 1.763011)  0.10
H (5.999156, -1.125582, 1.732323)  0.10
H (3.992900, 2.209475, 0.935742)  0.09
H (4.134133, 3.332490, 3.147021)  0.09
H (4.232783, 2.077478, 5.196243)  0.10
H (4.455118, -0.484709, 4.913192)  0.13
H (3.705363, -1.548203, 2.889198)  0.12
H (6.324391, 0.247438, -0.969391)  0.10
H (7.040059, 1.817692, -2.736710)  0.09
H (5.346591, 3.078702, -4.027486)  0.09
H (2.935254, 2.742115, -3.567784)  0.11
H (2.217090, 1.135102, -1.833135)  0.10
O (1.986977, 0.842029, 5.616769)  -0.03
N (2.490211, -0.153224, 5.179667)  -0.03
O (1.895136, -0.519777, 3.009164)  -0.22

Atomic forces in eV per Å
Rb -0.2 0.0 0.0
O -0.1 0.0 0.2
C -0.1 0.1 -0.1
C 0.0 0.0 0.0
C 0.0 0.0 0.0
C -0.1 0.0 0.0
C 0.1 0.0 0.0
C 0.0 0.0 0.3
C 0.0 -0.1 -0.3
N 0.1 0.1 0.3
N -0.1 0.0 -0.3
C -0.1 0.0 0.3
O 0.3 0.0 0.0
C 0.1 0.0 -0.1
C 0.0 0.0 0.0
C 0.0 0.0 0.0
C 0.0 0.0 0.0
C 0.0 0.0 0.0
C 0.0 0.0 0.1
H 0.0 0.0 0.0
H 0.0 0.0 0.0
H 0.0 0.0 0.0
H 0.0 0.0 0.0
H 0.0 0.0 0.0
H 0.0 0.0 0.0
H 0.0 0.0 0.0
H 0.0 0.0 0.0
H 0.0 0.0 0.0
H 0.0 0.0 0.0
O -0.3 -0.4 -0.1
As 0.2 0.2 0.0
C 0.1 0.1 0.1
C -0.1 0.0 0.0
C 0.1 0.0 0.0
C 0.0 0.0 0.0
C 0.0 -0.1 0.0
C -0.1 0.1 -0.1
C 0.2 -0.2 0.0
C 0.1 0.0 -0.1
C 0.3 0.0 -0.1
C 0.1 -0.1 0.0
C -0.6 0.2 0.0
C 0.0 -0.2 0.1
C 0.1 0.0 0.1
C 0.0 0.0 0.1
C 0.0 0.1 -0.1
C 0.0 0.0 0.0
C 0.0 0.0 0.0
C 0.0 -0.1 0.0
H 0.0 0.0 0.0
H 0.0 0.0 0.0
H 0.0 0.0 0.0
H 0.0 0.0 0.0
H 0.0 0.0 0.0
H -0.1 0.0 0.0
H 0.1 0.0 0.0
H -0.2 0.0 0.0
H 0.4 0.1 -0.4
H -0.1 0.1 0.1
H 0.0 0.0 0.0
H 0.0 0.0 0.0
H 0.0 0.0 0.0
H 0.0 0.0 0.0
H 0.0 0.0 0.0
O 0.0 -0.1 0.1
N -0.1 0.0 0.4
O 0.0 0.0 -0.4

Properties
- LUMO level (eV) = 3.78
- energy relative to the best compared isomer or geometry (same formula, charge and spin) (kcal per mole) = 41.7
- charge = -2
- orbital gap (Ha) = 0.171


Entry from the Open Molecules 2025 dataset: a structure of composition C32H25Cl2N3O8S2V in a non-equilibrium geometry (ωB97M-V with the def2-TZVPD basis set).

Each line ends with the Löwdin spin population.
Atoms and positions in Å:
V (-0.031675, 2.120940, 0.084144)  0.83
C (-1.348135, 1.925915, 3.008713)  0.00
N (-0.250813, 2.337072, 2.135399)  0.00
C (0.861756, 2.720348, 2.701239)  0.00
C (1.857006, 3.288916, 1.862479)  0.01
C (3.071102, 3.965987, 2.021043)  0.00
C (3.439291, 4.415680, 0.752959)  0.00
C (2.431828, 4.002532, -0.132470)  0.00
N (1.486530, 3.336458, 0.532382)  0.01
C (-1.071319, 0.720465, 3.882329)  0.00
C (-0.307574, -0.347091, 3.424422)  0.00
C (-0.068749, -1.440662, 4.243046)  0.00
C (-0.574998, -1.478290, 5.534636)  0.00
C (-1.349459, -0.422375, 5.996387)  0.00
C (-1.594499, 0.667950, 5.171423)  0.00
H (-2.216204, 1.723565, 2.378023)  0.00
H (-1.612028, 2.763913, 3.662166)  0.00
H (0.957238, 2.660952, 3.785629)  0.00
H (3.612206, 4.102294, 2.946006)  0.00
H (4.328981, 4.968659, 0.495286)  0.00
H (2.355307, 4.159042, -1.197033)  0.00
H (0.108815, -0.336948, 2.427555)  0.00
H (0.519978, -2.261429, 3.852788)  0.00
H (-0.363653, -2.320864, 6.182149)  0.00
H (-1.757830, -0.442840, 7.000155)  0.00
H (-2.203063, 1.491092, 5.531931)  0.00
O (-0.268759, 1.345382, -1.978640)  0.00
S (0.275840, -0.546442, -0.055982)  -0.01
O (0.379048, -1.915978, 0.582694)  -0.03
O (1.485448, 0.228247, 0.593445)  0.02
C (-2.126731, 0.671896, -0.452443)  0.02
C (-2.877591, -0.175294, 0.432012)  0.02
C (-4.035024, 0.168033, 1.080297)  0.00
C (-4.621923, 1.426276, 0.968594)  0.04
C (-3.996106, 2.347939, 0.134987)  0.00
C (-2.821656, 2.041793, -0.485300)  0.03
S (-2.039675, 3.334120, -1.733736)  0.00
O (-1.818191, 2.791975, -3.043905)  0.00
O (-2.938182, 4.472188, -1.754585)  0.00
O (-0.726909, 3.750315, -0.983325)  0.01
H (-2.474410, -1.179545, 0.536537)  0.00
H (-4.503483, -0.582731, 1.705509)  0.00
H (-5.530194, 1.672749, 1.500298)  0.00
H (-4.402732, 3.335779, -0.049666)  0.00
Cl (0.018041, -4.434054, -3.760168)  0.00
C (-1.016387, -3.118010, -3.274363)  0.00
C (-2.353649, -3.263533, -3.595607)  0.00
C (-3.138107, -2.146328, -3.429305)  0.00
C (-2.602909, -1.022291, -2.838778)  0.00
C (-1.330410, -0.822348, -2.299715)  0.00
Cl (-0.800672, 0.301613, -1.171746)  0.02
C (-0.486565, -1.920697, -2.762664)  0.00
N (0.886738, -1.750278, -2.719000)  0.01
C (1.881767, -2.590975, -2.198926)  0.00
C (1.585666, -3.610330, -1.297346)  0.00
C (2.590186, -4.345784, -0.698111)  0.00
C (3.917096, -4.077706, -0.998499)  0.00
C (4.205603, -3.111152, -1.950823)  0.00
C (3.212025, -2.373963, -2.588923)  0.00
C (3.612173, -1.469643, -3.729412)  0.00
C (3.704085, 0.070244, -3.458900)  0.00
O (4.798384, 0.600572, -3.717492)  0.00
O (2.646366, 0.635865, -3.055172)  0.00
H (-2.725012, -4.184554, -4.021190)  0.00
H (-4.175618, -2.135830, -3.733241)  0.00
H (-3.272237, -0.163983, -2.761602)  0.00
H (1.257631, -0.776291, -2.871755)  0.00
H (0.556458, -3.765285, -1.006894)  0.00
H (2.333291, -5.121727, 0.013930)  0.00
H (4.716076, -4.624789, -0.511289)  0.00
H (5.237586, -2.908744, -2.214693)  0.00
H (2.902580, -1.609950, -4.552877)  0.00
H (4.601009, -1.768036, -4.075017)  0.00

Atomic forces in eV per Å
V 0.4 -0.2 0.1
C 0.1 0.0 0.0
N 0.2 -0.5 0.4
C -0.1 0.4 -0.2
C -0.4 -0.1 -0.1
C 0.1 -0.1 0.3
C 0.0 0.0 0.0
C 0.1 0.0 0.2
N 0.5 0.3 -0.1
C 0.0 0.1 0.0
C -0.1 0.0 0.0
C 0.0 0.0 0.0
C 0.0 0.0 0.0
C 0.0 0.0 0.0
C 0.0 -0.1 0.0
H 0.0 0.0 0.0
H -0.1 0.0 0.0
H 0.2 0.1 0.0
H 0.0 0.0 0.0
H 0.0 0.0 0.0
H 0.0 -0.1 0.0
H 0.1 0.0 0.1
H 0.0 0.0 0.0
H 0.0 0.0 0.0
H 0.0 0.0 0.0
H 0.0 0.0 0.0
O 0.7 1.6 -2.8
S 4.0 -3.6 5.3
O -0.8 0.2 -1.1
O -2.1 1.0 -1.1
C -6.9 5.0 3.7
C 1.5 -1.1 -0.9
C -0.3 0.3 0.3
C 0.1 -0.2 0.0
C 0.0 0.2 0.1
C 3.0 -0.5 -3.2
S 0.6 1.7 1.5
O -0.6 -0.3 0.0
O -0.3 -0.2 0.7
O -2.3 -1.4 -0.8
H -0.2 0.0 0.1
H 0.1 0.0 0.0
H 0.0 0.0 0.0
H 0.1 0.0 0.0
Cl 0.0 0.1 -0.2
C -0.3 0.0 -0.2
C 0.2 0.2 0.2
C 0.0 -0.2 0.1
C -1.3 2.8 1.3
C 0.2 -5.5 -4.8
Cl 2.0 -0.2 -0.1
C 1.5 0.4 1.1
N 0.4 1.3 -0.2
C 0.2 -0.4 0.1
C 0.0 0.1 0.1
C 0.0 -0.1 -0.1
C 0.0 0.0 -0.1
C 0.1 0.0 0.2
C 0.1 0.1 -0.2
C 0.0 0.1 0.1
C -0.5 0.4 0.1
O 0.0 -0.1 0.0
O 0.0 -0.8 -0.1
H 0.0 0.0 0.0
H 0.0 0.1 0.0
H -0.1 -0.1 0.1
H -0.2 -0.4 0.1
H 0.0 0.0 0.0
H 0.0 0.0 0.0
H 0.0 0.0 0.0
H 0.0 0.0 -0.1
H 0.0 0.0 0.0
H 0.0 -0.1 0.0

Properties
- LUMO level (spin up / spin down) (eV) = 3.78 / 3.83
- 2S+1 = 2
- charge = -2
- orbital gap (spin up / spin down) (Ha) = 0.190 / 0.193
- <S²> = 0.806